{
  "formula": "C8H24FO4",
  "method": "the ωB97M-V functional and the def2-TZVPD basis",
  "elements": ["F", "C", "C", "O", "H", "H", "H", "H", "H", "H", "C", "C", "O", "H", "H", "H", "H", "H", "H", "C", "C", "O", "H", "H", "H", "H", "H", "H", "C", "C", "O", "H", "H", "H", "H", "H", "H"],
  "coordinates": [[0.022, -0.690, 1.607], [-3.894, -2.126, 0.155], [-2.851, -3.016, 0.833], [-2.137, -2.336, 1.842], [-4.611, -1.765, 0.890], [-4.426, -2.700, -0.617], [-3.412, -1.304, -0.373], [-2.188, -3.410, 0.052], [-3.370, -3.861, 1.291], [-1.572, -1.672, 1.397], [0.019, 0.764, -2.239], [-0.897, -0.348, -1.796], [-0.257, -1.304, -0.994], [0.901, 0.383, -2.761], [0.387, 1.334, -1.385], [-0.500, 1.457, -2.910], [-1.260, -0.877, -2.688], [-1.783, 0.074, -1.308], [-0.250, -1.018, -0.052], [4.427, -0.569, -0.428], [2.952, -0.273, -0.275], [2.594, -0.515, 1.066], [4.610, -1.647, -0.487], [4.954, -0.232, 0.470], [4.910, -0.138, -1.308], [2.380, -0.927, -0.947], [2.717, 0.755, -0.591], [1.615, -0.628, 1.100], [-0.067, 3.956, 1.198], [0.448, 2.533, 1.126], [-0.637, 1.672, 0.918], [-0.562, 4.214, 0.258], [0.708, 4.693, 1.415], [-0.823, 4.025, 1.986], [0.987, 2.269, 2.045], [1.193, 2.461, 0.314], [-0.331, 0.765, 1.196]],
  "e_homo_ev": -6.114,
  "total_charge": -1,
  "multiplicity": 1,
  "orbital_gap_ev": 9.7,
  "lumo_ev": 3.560,
  "e_tot_ev": -19594.737
}